{"formula": "C24H46I2NO4", "method": "ωB97M-V/def2-TZVPD", "lumo_energy_ha": 0.0853, "charge": -1, "gap_ev": 6.4581, "e_homo_ev": -4.14, "symbols": ["C", "C", "C", "C", "C", "C", "C", "C", "O", "O", "N", "C", "I", "C", "C", "I", "C", "C", "C", "C", "C", "H", "H", "H", "H", "H", "H", "H", "H", "H", "H", "H", "H", "H", "H", "H", "H", "H", "H", "H", "H", "H", "H", "H", "H", "H", "H", "C", "C", "O", "C", "C", "H", "H", "H", "H", "H", "H", "H", "H", "H", "H", "C", "C", "O", "C", "C", "H", "H", "H", "H", "H", "H", "H", "H", "H", "H"], "coordinates": [[1.633, -4.231, 3.007], [0.609, -3.788, 2.246], [0.817, -3.044, 0.914], [1.978, -2.018, 1.176], [1.913, -0.658, 0.451], [3.203, 0.104, 0.858], [1.925, -0.733, -1.077], [1.412, -4.137, -0.077], [1.890, -3.733, -1.169], [1.409, -5.322, 0.278], [-0.422, -2.457, 0.365], [-1.241, -3.331, -0.379], [-1.935, -5.245, 0.404], [-1.606, -3.018, -1.624], [-1.174, -1.771, -2.358], [-2.845, -4.276, -2.830], [-1.139, -1.583, 1.307], [-2.411, -2.161, 1.957], [-1.550, -0.219, 0.680], [-1.806, 0.878, 1.739], [-0.996, 2.161, 1.365], [1.701, -5.276, 3.295], [2.417, -3.534, 3.296], [-0.389, -4.030, 2.606], [2.914, -2.488, 0.859], [2.103, -1.793, 2.240], [1.094, -0.067, 0.873], [3.266, 0.202, 1.949], [4.059, -0.511, 0.562], [3.232, 1.092, 0.391], [1.268, -1.483, -1.493], [2.957, -0.835, -1.416], [1.587, 0.250, -1.450], [-0.234, -2.002, -2.865], [-1.901, -1.577, -3.151], [-1.106, -0.890, -1.736], [-0.451, -1.327, 2.122], [-3.242, -2.172, 1.247], [-2.297, -3.154, 2.386], [-2.684, -1.492, 2.782], [-2.455, -0.422, 0.094], [-0.774, 0.047, -0.038], [-1.595, 0.555, 2.758], [-2.852, 1.173, 1.624], [-0.719, 2.151, 0.309], [-1.612, 3.053, 1.502], [-0.079, 2.184, 1.958], [-2.739, -1.250, -7.801], [-2.553, -0.829, -6.353], [-1.316, -0.186, -6.101], [-1.072, 1.007, -6.816], [-2.093, 2.102, -6.555], [-1.929, -1.910, -8.113], [-3.687, -1.777, -7.921], [-2.745, -0.394, -8.479], [-2.567, -1.717, -5.721], [-3.384, -0.197, -6.018], [-0.991, 0.798, -7.890], [-0.089, 1.352, -6.494], [-3.096, 1.811, -6.872], [-1.822, 3.009, -7.098], [-2.140, 2.333, -5.489], [0.701, 5.849, 4.731], [0.679, 4.338, 4.581], [1.845, 3.805, 3.981], [3.064, 4.042, 4.657], [3.108, 3.473, 6.065], [0.847, 6.326, 3.760], [-0.241, 6.200, 5.155], [1.507, 6.184, 5.385], [-0.148, 4.055, 3.929], [0.492, 3.851, 5.546], [3.296, 5.114, 4.662], [3.837, 3.563, 4.055], [2.360, 3.929, 6.715], [4.088, 3.647, 6.513], [2.917, 2.399, 6.048]]}



{"formula": "C20H24F6N2O3P2S4V", "method": "ωB97M-V/def2-TZVPD", "de_lowest_kj_mol": 269.91, "lumo_energy_ha": [0.1608, 0.1607], "charge": -2, "gap_ev": [5.2391, 6.5719], "spin_multiplicity": 4, "e_homo_ev": [-0.86, -2.20], "symbols": ["V", "C", "C", "N", "N", "C", "S", "S", "C", "C", "C", "C", "C", "C", "C", "C", "C", "C", "C", "C", "C", "O", "H", "H", "H", "H", "H", "H", "H", "H", "H", "H", "H", "H", "H", "H", "C", "C", "O", "P", "S", "S", "O", "C", "C", "H", "H", "H", "H", "H", "H", "H", "H", "H", "H", "F", "P", "F", "F", "F", "F", "F"], "coordinates": [[0.219, 0.769, -0.945], [-0.657, -2.309, 2.118], [-0.036, -1.588, 0.946], [-0.357, -0.336, 0.733], [-1.239, 0.194, 1.626], [-1.545, 1.438, 1.439], [-0.879, 2.452, 0.243], [-2.829, 2.033, 2.518], [-4.244, 1.194, 1.683], [-4.465, -0.209, 2.152], [-4.244, -1.283, 1.295], [-4.478, -2.582, 1.721], [-4.932, -2.830, 3.009], [-5.147, -1.763, 3.872], [-4.911, -0.467, 3.448], [0.876, -2.316, 0.090], [1.448, -3.528, 0.503], [2.326, -4.235, -0.290], [2.631, -3.767, -1.570], [2.077, -2.591, -2.021], [1.221, -1.829, -1.207], [0.752, -0.698, -1.603], [-1.616, -1.856, 2.349], [-0.023, -2.219, 3.005], [-0.801, -3.364, 1.893], [-4.038, 1.227, 0.614], [-5.098, 1.831, 1.918], [-3.891, -1.102, 0.287], [-4.301, -3.407, 1.042], [-5.112, -3.845, 3.341], [-5.501, -1.948, 4.880], [-5.066, 0.366, 4.124], [1.226, -3.901, 1.495], [2.784, -5.145, 0.080], [3.311, -4.324, -2.203], [2.306, -2.209, -3.008], [3.674, 5.836, 0.692], [4.201, 4.737, -0.226], [3.696, 3.485, 0.149], [2.516, 2.745, -0.972], [0.835, 2.406, -2.445], [2.362, 1.048, 0.138], [3.650, 2.516, -2.159], [4.727, 1.612, -1.985], [4.448, 0.337, -2.765], [3.987, 6.823, 0.341], [4.043, 5.679, 1.706], [2.585, 5.784, 0.707], [5.300, 4.697, -0.172], [3.929, 4.964, -1.268], [4.850, 1.379, -0.924], [5.637, 2.106, -2.348], [3.467, -0.036, -2.473], [5.200, -0.425, -2.549], [4.436, 0.540, -3.837], [-1.978, 1.096, -2.379], [-2.749, -0.301, -2.751], [-3.346, 0.375, -4.094], [-1.454, -0.811, -3.559], [-3.532, -1.681, -3.102], [-4.049, 0.225, -1.916], [-2.199, -0.990, -1.388]]}



{"formula": "C54H41AsMoN8O9S2", "method": "ωB97M-V/def2-TZVPD", "de_lowest_kj_mol": 127.35, "lumo_energy_ha": [-0.0255, -0.0349], "gap_ev": [6.3505, 6.9224], "spin_multiplicity": 3, "e_homo_ev": [-7.04, -7.87], "symbols": ["Mo", "N", "C", "S", "N", "N", "C", "C", "C", "C", "C", "C", "C", "O", "H", "H", "H", "H", "H", "H", "H", "N", "C", "N", "C", "C", "C", "C", "C", "C", "S", "H", "H", "H", "H", "H", "H", "O", "C", "O", "As", "C", "C", "C", "C", "C", "C", "C", "C", "C", "C", "C", "C", "C", "C", "C", "C", "C", "C", "H", "H", "H", "H", "H", "H", "H", "H", "H", "H", "H", "H", "H", "H", "H", "N", "C", "C", "C", "C", "C", "C", "C", "C", "C", "C", "C", "C", "C", "H", "H", "H", "H", "H", "H", "H", "H", "H", "H", "O", "C", "O", "C", "C", "C", "C", "C", "C", "N", "O", "O", "N", "O", "O", "H", "H", "H"], "coordinates": [[0.201, 0.210, -0.384], [2.098, 2.315, -3.741], [1.771, 1.896, -2.487], [0.151, 2.253, -1.924], [2.685, 1.315, -1.778], [2.199, 1.020, -0.500], [2.955, 1.385, 0.466], [2.597, 1.359, 1.862], [3.605, 1.550, 2.822], [3.302, 1.682, 4.155], [1.955, 1.676, 4.542], [0.949, 1.522, 3.620], [1.242, 1.324, 2.257], [0.260, 1.154, 1.405], [1.344, 2.523, -4.370], [2.953, 1.953, -4.132], [3.925, 1.793, 0.185], [4.636, 1.595, 2.489], [4.084, 1.807, 4.890], [1.701, 1.793, 5.589], [-0.092, 1.502, 3.917], [-1.777, -0.834, 3.095], [-0.744, -1.579, 3.576], [0.460, -1.493, 3.124], [1.330, -2.234, 3.905], [2.712, -2.281, 3.752], [3.458, -3.091, 4.590], [2.845, -3.857, 5.582], [1.472, -3.804, 5.766], [0.731, -2.981, 4.932], [-0.983, -2.654, 4.947], [-1.580, -0.379, 2.210], [-2.707, -1.214, 3.169], [3.181, -1.674, 2.992], [4.534, -3.129, 4.477], [3.445, -4.486, 6.226], [0.997, -4.383, 6.547], [-1.335, -2.335, 0.552], [-0.417, -1.612, 0.275], [-1.837, 0.556, -0.149], [-3.363, 1.153, -0.338], [-4.043, 0.614, -2.049], [-5.176, 1.187, -2.618], [-5.656, 0.699, -3.822], [-5.016, -0.366, -4.445], [-3.893, -0.938, -3.869], [-3.398, -0.451, -2.666], [-3.372, 3.034, -0.015], [-4.520, 3.811, -0.155], [-4.459, 5.168, 0.118], [-3.261, 5.740, 0.531], [-2.128, 4.958, 0.687], [-2.179, 3.596, 0.421], [-4.451, 0.317, 1.001], [-4.926, 1.028, 2.095], [-5.636, 0.365, 3.086], [-5.860, -1.001, 2.982], [-5.375, -1.711, 1.889], [-4.669, -1.054, 0.894], [-5.681, 2.019, -2.147], [-6.525, 1.153, -4.279], [-5.395, -0.745, -5.385], [-3.389, -1.764, -4.357], [-2.499, -0.868, -2.229], [-5.462, 3.372, -0.456], [-5.346, 5.779, 0.009], [-3.216, 6.802, 0.736], [-1.196, 5.401, 1.012], [-1.298, 2.978, 0.555], [-4.735, 2.091, 2.183], [-6.006, 0.913, 3.942], [-6.412, -1.517, 3.757], [-5.544, -2.777, 1.815], [-4.266, -1.611, 0.056], [0.934, -1.808, -0.021], [1.727, -2.810, 0.106], [1.268, -4.149, 0.540], [0.101, -4.739, 0.064], [-0.287, -5.982, 0.537], [0.468, -6.629, 1.505], [1.636, -6.049, 1.980], [2.048, -4.824, 1.482], [3.161, -2.671, -0.232], [3.737, -3.630, -1.064], [5.055, -3.493, -1.466], [5.812, -2.420, -1.015], [5.248, -1.480, -0.166], [3.922, -1.601, 0.216], [-0.493, -4.234, -0.683], [-1.188, -6.443, 0.152], [0.148, -7.590, 1.887], [2.231, -6.549, 2.733], [2.965, -4.376, 1.840], [3.144, -4.465, -1.412], [5.492, -4.225, -2.132], [6.844, -2.318, -1.327], [5.836, -0.645, 0.193], [3.470, -0.877, 0.875], [1.566, -1.547, -3.044], [0.413, -1.172, -3.158], [-0.373, -0.704, -2.250], [-0.284, -1.255, -4.502], [-1.340, -0.395, -4.776], [-1.977, -0.491, -5.998], [-1.615, -1.411, -6.963], [-0.558, -2.246, -6.651], [0.125, -2.180, -5.450], [-0.148, -3.253, -7.652], [-0.744, -3.267, -8.709], [0.756, -4.004, -7.352], [-3.113, 0.409, -6.278], [-3.436, 1.191, -5.409], [-3.682, 0.280, -7.344], [-1.660, 0.324, -4.034], [-2.131, -1.479, -7.907], [0.961, -2.833, -5.248]]}



{"formula": "C4H4O2", "method": "ωB97M-V/def2-TZVPD", "de_lowest_kj_mol": 182.45, "smiles": "C#CCOC=O", "lumo_energy_ha": 0.0290, "gap_ev": 11.2987, "e_homo_ev": -10.51, "symbols": ["C", "C", "C", "O", "C", "O", "H", "H", "H", "H"], "coordinates": [[1.934, -0.997, 0.113], [1.166, -0.112, -0.164], [0.179, 0.974, -0.298], [-1.188, 0.563, -0.375], [-1.619, -0.372, 0.510], [-2.679, -0.274, 1.058], [2.583, -1.799, 0.397], [0.357, 1.588, -1.184], [0.283, 1.623, 0.581], [-0.925, -1.226, 0.614]]}